Entry from the OMol25 dataset: a molecular structure, C15H13BF4N5O2PbSSe in a non-equilibrium geometry (ωB97M-V/def2-TZVPD).

Geometry (Å):
Pb 0.26607 0.59489 -1.58637
N -3.89704 -2.68479 1.74581
C -3.68987 -1.40760 1.26527
C -3.38551 -0.35937 2.13924
C -3.15899 0.91006 1.65162
C -3.23912 1.14741 0.29180
C -3.59291 0.13505 -0.58213
C -3.84448 -1.12970 -0.09635
S -2.52499 2.64520 -0.34564
O -2.87377 2.81079 -1.73347
O -2.76712 3.76865 0.51384
N -0.91909 2.19410 -0.35214
C -0.21205 2.05252 0.75741
N 0.92995 1.33711 0.55700
C 1.81140 1.24835 1.53196
C 1.57318 1.83633 2.76041
C 0.32630 2.43862 2.91564
N -0.55644 2.54481 1.94812
H -3.38277 -2.88186 2.59343
H -3.74452 -3.39893 1.04773
H -3.27695 -0.56554 3.19328
H -2.88564 1.73080 2.29466
H -3.65351 0.35994 -1.63690
H -4.09324 -1.93865 -0.76760
H 2.71574 0.69075 1.32308
H 2.29613 1.80074 3.55723
H 0.02031 2.85007 3.87077
Se 2.56130 1.82278 -2.39405
C 3.71514 0.30496 -2.64292
C 4.99938 0.49542 -3.15384
C 5.80358 -0.60696 -3.36523
N 5.42600 -1.85367 -3.11936
C 4.21179 -2.03030 -2.62338
C 3.32747 -0.99956 -2.35317
H 5.34308 1.49241 -3.38584
H 6.80575 -0.49582 -3.76381
H 3.92556 -3.05583 -2.43131
H 2.36143 -1.22969 -1.91951
F 0.66994 -2.90465 -0.07892
B -0.54083 -2.53806 0.46660
F -0.64464 -1.12771 0.36233
F -0.62993 -2.89277 1.79163
F -1.57606 -3.11030 -0.24693

Computed properties:
- Relative energy (zero: lowest compared OMol25 entry of this formula, charge and spin): 0.238 eV
- Orbital gap: 8.0 eV
- Charge: -1
- E: -4420.83957 hartree
- HOMO energy: -5.61 eV
- M: 700.33 g mol⁻¹
- Maximum force: 1.468 eV/A

---

Entry from the OMol25 dataset: a single C23H28N4O4S2 molecule in a non-equilibrium geometry (ωB97M-V/def2-TZVPD).

Geometry (Å):
C -1.85539 4.22700 0.40112
C -0.37769 3.96341 0.13721
N 0.30892 3.59117 1.35865
C 1.37860 4.42778 1.84690
C 0.85018 5.73236 2.43464
S 0.39727 1.96386 1.63824
O -0.91421 1.41471 1.44366
O 1.03994 1.76561 2.90425
C 1.45307 1.30721 0.34134
C 2.81483 1.54532 0.34323
C 3.58748 1.04232 -0.69239
C 3.00384 0.28193 -1.69422
C 1.64158 0.01016 -1.66656
C 1.00378 -0.88400 -2.69456
O 1.24144 -0.82775 -3.88266
N 0.16118 -1.75319 -2.10503
C -0.68888 -2.69435 -2.78062
C -2.16210 -2.33565 -2.63543
O -2.93013 -2.37716 -3.56680
N -2.68998 -1.97432 -1.40297
C -2.20725 -1.78397 -0.13840
N -1.01067 -1.98286 0.28317
C -0.85578 -1.62684 1.59538
C 0.33830 -1.66096 2.30488
C 0.34100 -1.22953 3.61413
C -0.82449 -0.77404 4.22232
C -2.02106 -0.73165 3.53354
C -2.02632 -1.15405 2.21857
S -3.33804 -1.16410 1.07553
C -0.44386 -4.13001 -2.25965
C -1.32273 -5.13271 -3.00117
C 1.03013 -4.48815 -2.42950
C 0.86233 0.55792 -0.65239
H -1.97433 5.04355 1.10780
H -2.30342 3.33208 0.82277
H -2.36181 4.48121 -0.52668
H -0.27677 3.14852 -0.58902
H 0.10375 4.85037 -0.28303
H 2.10348 4.64189 1.04682
H 1.87067 3.84853 2.62930
H 0.12978 5.51623 3.21811
H 0.36599 6.33471 1.67016
H 1.67252 6.30323 2.85787
H 3.25433 2.10737 1.15182
H 4.64974 1.23358 -0.71202
H 3.59962 -0.12170 -2.49894
H 0.06330 -1.76558 -1.08920
H -0.46021 -2.64647 -3.85195
H -3.68288 -1.77347 -1.48918
H 1.23730 -2.00575 1.81799
H 1.26325 -1.23111 4.17334
H -0.79037 -0.43193 5.24485
H -2.92234 -0.36152 3.99598
H -0.69198 -4.14534 -1.19273
H -2.37847 -4.91292 -2.86592
H -1.10598 -5.10798 -4.06638
H -1.13218 -6.13823 -2.63350
H 1.21367 -5.49552 -2.06407
H 1.31043 -4.44328 -3.47923
H 1.66337 -3.80013 -1.87535
H -0.20571 0.41416 -0.61398

Computed properties:
- Relative energy (zero: lowest compared OMol25 entry of this formula, charge and spin): 0.000 eV
- Orbital gap: 9.0 eV
- E: -2209.66089 hartree
- HOMO energy: -8.59 eV
- M: 488.63 g mol⁻¹
- Maximum force: 1.106 eV/A

---

Entry from the OMol25 dataset: a single C15H19NO2S molecule in a non-equilibrium geometry (ωB97M-V/def2-TZVPD).

Geometry (Å):
C -0.87284 -2.15554 -1.95713
C -1.33505 -0.98977 -0.97969
C -2.62221 -0.24473 -1.47746
C -0.22910 0.06140 -1.13041
C 0.10793 0.89044 -0.09272
C 1.43957 1.53526 -0.29202
C 1.71539 2.82659 -0.05482
C 2.94310 3.22763 -0.70008
C 3.60788 2.18699 -1.36535
C 4.90989 2.33907 -2.00821
O 5.51922 1.49023 -2.58725
S 2.82470 0.72048 -1.01464
C -0.51570 0.81174 1.23525
C -0.83498 -0.68469 1.60393
C -1.72583 -0.56601 2.99376
C 0.40258 -1.51034 1.79962
N -1.52669 -1.47146 0.47016
C -2.32945 -2.57515 0.74285
O -2.96071 -3.09930 -0.19329
H -1.74127 -2.80552 -2.29228
H -0.43666 -1.71116 -2.84884
H 0.03244 -2.73844 -1.76547
H -2.36160 0.30428 -2.39520
H -3.00066 0.45400 -0.59868
H -3.38728 -0.96432 -1.85992
H 0.22774 0.30688 -2.09361
H 1.16896 3.44839 0.67979
H 3.21660 4.24724 -0.61385
H 5.51750 3.19557 -1.85329
H 0.14577 1.24070 2.04279
H -1.52493 1.43633 1.34792
H -2.70988 -0.09554 2.79968
H -1.23916 -0.06819 3.80138
H -1.96969 -1.50841 3.50026
H 0.93002 -0.85478 2.45574
H 0.99389 -1.40753 0.81191
H 0.29400 -2.51953 2.18038
H -2.67345 -2.75282 1.70877

Computed properties:
- Relative energy (zero: lowest compared OMol25 entry of this formula, charge and spin): 4.172 eV
- Orbital gap: 8.5 eV
- E: -1186.27844 hartree
- HOMO energy: -8.84 eV
- M: 277.39 g mol⁻¹
- Maximum force: 5.634 eV/A

---

Entry from the OMol25 dataset: a molecular structure, C6H9N2O2 in a non-equilibrium geometry (ωB97M-V/def2-TZVPD).

Geometry (Å):
C 0.00390 1.74635 -2.15935
C -0.29790 -0.84391 0.04077
C 0.76914 3.02568 -1.40381
C 1.17038 2.11468 -0.26968
C -0.69221 -2.86389 1.07620
C -0.81253 -1.71147 2.07623
N 0.30348 1.25192 -1.01967
N -0.33223 -2.15454 -0.17043
O -0.40032 1.58435 -3.25262
O -0.49940 -0.50485 1.27316
H 1.53832 3.41661 -2.17651
H -0.14634 3.63799 -1.38250
H 2.22244 1.87681 -0.20113
H 0.70879 2.35325 0.62344
H 0.11789 -3.60075 1.41097
H -1.52681 -3.51399 1.37506
H -1.81703 -1.61710 2.43828
H 0.02415 -1.62532 2.82622
H -0.33372 -2.57181 -1.10464

Computed properties:
- Relative energy (zero: lowest compared OMol25 entry of this formula, charge and spin): 6.538 eV
- Orbital gap (spin up / spin down): 7.6 / 7.6 eV
- Charge: +1
- E: -493.56200 hartree
- HOMO energy (spin up / spin down): -13.44 / -13.44 eV
- M: 141.15 g mol⁻¹
- Maximum force: 3.773 eV/A

---

Entry from the OMol25 dataset: 2 unconnected molecules or ions with the total composition C6H12O in a non-equilibrium geometry (ωB97M-V/def2-TZVPD).

Geometry (Å):
C -0.71358 -0.34650 -1.54437
C 0.28843 -0.74125 -0.53261
C 1.45406 -1.34017 -0.94945
C 1.10082 -0.54156 1.74093
C 0.05647 -0.46519 0.86191
C -1.32578 -0.09405 1.26466
H -0.34168 -0.35050 -2.56218
H -1.29209 0.55724 -1.36281
H -1.53174 -1.08874 -1.59469
H 2.17125 -1.86031 -0.35941
H 1.70204 -1.29935 -1.99927
H 0.93210 -0.64225 2.80966
H 2.11314 -0.42154 1.38969
H -1.46296 0.98568 1.14206
H -1.38745 -0.29620 2.33620
H -2.08798 -0.54164 0.63150
H 0.24176 2.05544 -0.38270
H 0.37122 3.56690 -0.44900
O -0.28801 2.86398 -0.44011

Computed properties:
- Spin multiplicity: 2
- Relative energy (zero: lowest compared OMol25 entry of this formula, charge and spin): 0.723 eV
- Orbital gap (spin up / spin down): 9.5 / 7.1 eV
- Charge: +1
- E: -310.69070 hartree
- HOMO energy (spin up / spin down): -14.98 / -15.08 eV
- M: 100.16 g mol⁻¹
- Maximum force: 1.599 eV/A

---

Entry from the OMol25 dataset: 2 unconnected molecules or ions with the total composition C3H3NO in a non-equilibrium geometry (ωB97M-V/def2-TZVPD).

Geometry (Å):
C -0.62953 -0.57844 0.12284
C -1.92322 -1.11441 0.03461
C 1.76499 0.94020 0.03113
N -1.56584 -0.11642 -0.76490
O -2.72014 -1.94836 0.27623
H 1.56188 0.38529 -0.83432
H 2.13965 0.50027 0.89981
H 1.37220 1.93187 0.23460

Computed properties:
- Relative energy (zero: lowest compared OMol25 entry of this formula, charge and spin): 5.675 eV
- Orbital gap (spin up / spin down): 9.8 / 6.7 eV
- E: -245.88299 hartree
- HOMO energy (spin up / spin down): -10.10 / -9.05 eV
- M: 69.06 g mol⁻¹
- Maximum force: 3.820 eV/A

---

Entry from the OMol25 dataset: a single C4H4O3 molecule in a non-equilibrium geometry (ωB97M-V/def2-TZVPD).

Geometry (Å):
O -0.74422 1.95274 -1.67019
C -0.68604 1.11374 -0.82576
O -1.75092 0.34422 -0.40901
C -1.05861 -0.26885 0.69339
C 0.26309 0.18449 0.16311
C 1.45114 -0.58681 -0.22646
O 1.39322 0.16315 0.98800
H -1.17357 -1.34582 0.78135
H -1.32419 0.23195 1.63328
H 2.11382 -0.11096 -0.94481
H 1.51627 -1.67784 -0.18290

Computed properties:
- Relative energy (zero: lowest compared OMol25 entry of this formula, charge and spin): 2.511 eV
- Orbital gap: 11.3 eV
- E: -380.45474 hartree
- HOMO energy: -10.44 eV
- M: 100.07 g mol⁻¹
- Maximum force: 1.548 eV/A

---

Entry from the OMol25 dataset: a molecular structure, C9H20N8O8W (ωB97M-V/def2-TZVPD).

Geometry (Å):
W 0.03317 -0.41592 0.15651
O -1.80872 -1.37516 -0.21933
C -2.46722 -1.41925 -1.54841
C -1.41785 -1.96294 -2.47847
N -0.15775 -1.17674 -2.26385
C 1.01891 -2.03179 -2.52937
C 1.33376 -2.88054 -1.33138
O 1.67491 -3.92066 -1.03170
O 1.07684 -1.82004 -0.08820
C -0.12192 0.02495 -3.11831
C 0.64403 1.14095 -2.45696
O 1.26123 2.04021 -2.81732
O 0.44081 0.95124 -0.94301
H -2.01570 -2.15769 0.32569
H -2.76100 -0.39423 -1.75965
H -3.35367 -2.04612 -1.47280
H -1.74054 -1.91214 -3.52155
H -1.22348 -3.01161 -2.24643
H 1.91648 -1.43658 -2.72685
H 0.86423 -2.70317 -3.37929
H -1.13380 0.40530 -3.28234
H 0.31706 -0.15937 -4.10245
N -2.20895 2.03675 -0.11110
N -2.32696 2.38183 1.24724
C -1.97580 1.53659 2.20877
N -2.25929 1.78518 3.45952
N -1.27795 0.40500 1.78177
N -1.13392 -0.65328 2.60305
O -0.47825 -1.56047 1.95661
O -1.51738 -0.78226 3.70550
H -1.69523 2.78911 -0.56706
H -3.14897 2.04333 -0.50724
H -2.79776 3.24765 1.49524
H -2.82356 2.59017 3.71624
H -1.98646 1.17931 4.22168
C 3.13004 2.42927 0.97961
N 3.44289 1.11948 1.57640
C 2.62199 0.12240 1.75459
N 2.96989 -1.02882 2.30069
O 1.34031 0.25983 1.37954
H 3.21698 3.20136 1.74144
H 2.12246 2.41868 0.57878
H 3.84092 2.63533 0.18256
H 4.38124 1.01968 1.95157
H 3.91159 -1.19915 2.63400
H 2.27237 -1.71565 2.54606

Computed properties:
- Orbital gap: 7.1 eV
- Charge: +4
- E: -1460.36942 hartree
- HOMO energy: -22.56 eV
- M: 552.15 g mol⁻¹
- Maximum force: 0.911 eV/A